1.
22
Properties=species:S:1:pos:R:3:forces:R:3:mulliken_charge:R:1 method="wB97M-V/def2-TZVPD" energy_ha=-324.96512 charge=+2 de_lowest_ev=0.0000 homo_ev=-17.70
C -1.275330 0.961239 0.002056 -1.47 -2.89 0.33 -1.48
C 1.277507 1.168605 -0.619671 -5.61 0.54 0.30 -0.87
C 0.230418 -0.599478 1.418132 -0.54 0.12 -1.16 -1.07
C -0.209845 -0.107333 0.021230 2.57 1.98 0.92 0.59
N -0.223362 -0.985529 -1.041787 0.84 -2.58 -1.43 -0.60
N 1.267943 0.898869 -2.056364 -1.82 0.24 0.70 -0.19
N -0.788532 -1.435042 2.218291 1.00 3.38 -0.66 -0.19
H -1.255462 1.204616 -1.014219 -0.77 1.11 -1.53 0.46
H -2.309869 0.618946 0.276196 0.81 0.20 -0.31 0.44
H -1.005969 1.761585 0.608884 0.30 1.42 1.02 0.44
H 0.658485 2.101727 -0.406702 1.89 -1.10 -0.12 0.36
H 2.151537 0.956366 -0.132539 2.21 -0.08 1.01 0.49
H 1.127231 -1.180178 1.415158 0.59 -0.50 -0.24 0.52
H 0.402060 0.234237 2.056535 0.18 0.90 0.31 0.42
H -1.023443 -1.335420 -1.539048 -1.01 0.54 0.26 0.25
H 0.444631 -1.787600 -1.097958 -0.41 1.11 0.65 0.27
H 2.120156 0.412870 -2.283193 0.49 0.38 -1.16 0.36
H 0.888426 1.678111 -2.662946 1.48 -0.88 0.56 0.41
H 0.485759 0.148546 -2.090086 0.45 -0.34 -0.25 0.32
H -1.723634 -1.032714 2.050788 0.24 0.78 1.69 0.33
H -0.269147 -1.429282 3.130114 -1.95 -0.79 -0.29 0.41
H -0.969563 -2.253141 1.747126 0.52 -3.53 -0.61 0.32



2.
23
Properties=species:S:1:pos:R:3:forces:R:3:mulliken_charge:R:1 method="wB97M-V/def2-TZVPD" energy_ha=-400.86990 charge=0 de_lowest_ev=1.3139 homo_ev=-9.22 smiles=NCCNCCN.O
N 0.599413 1.417319 2.504782 -0.95 -0.44 0.40 -0.48
C 0.967422 0.943249 1.183695 1.09 -1.01 1.07 -0.56
C -0.180386 0.320028 0.429257 -0.41 0.42 -0.38 -0.49
N -0.006205 0.511778 -1.040837 -1.07 -0.53 0.19 -0.41
C -0.341501 -0.718041 -1.790758 0.32 -0.78 1.36 -0.34
C -0.832526 -0.483524 -3.201174 0.60 0.36 -0.28 -0.63
N -0.581409 -1.546357 -4.154694 -1.27 0.34 -0.48 -0.58
H 1.224531 2.065086 2.956132 0.20 0.04 -0.22 0.20
H -0.332872 1.796020 2.496705 -0.13 0.38 0.07 0.21
H 1.776436 0.226986 1.371604 -0.18 -0.35 -0.33 0.23
H 1.447109 1.660643 0.575114 0.12 1.24 -0.85 0.42
H -0.385730 -0.711741 0.712398 0.45 -0.21 -0.16 0.27
H -1.117820 0.817267 0.699990 0.03 0.25 0.27 0.33
H -0.755029 1.162686 -1.258899 0.31 0.21 -0.34 0.23
H 0.538554 -1.368263 -1.715999 0.22 0.21 -0.70 0.27
H -1.053944 -1.334472 -1.223104 -0.47 0.20 -0.14 0.24
H -1.905589 -0.287382 -3.235955 -0.03 -0.04 0.24 0.34
H -0.379988 0.444786 -3.555474 0.23 0.04 -0.10 0.33
H 0.253449 -2.068844 -4.091562 1.14 -0.15 0.44 0.22
H -1.338663 -2.201791 -4.160401 -0.26 -0.27 -0.05 0.24
H -0.291872 -0.135661 5.431409 -0.32 0.13 0.06 0.29
H 0.408106 -0.068738 4.054996 0.01 0.29 0.09 0.36
O 0.495957 -0.400549 4.963629 0.37 -0.30 -0.16 -0.70



3.
23
Properties=species:S:1:pos:R:3:forces:R:3:mulliken_charge:R:1 method="wB97M-V/def2-TZVPD" energy_ha=-400.69294 charge=0 de_lowest_ev=6.1293 homo_ev=-7.73 smiles=CN(N)N(C)O.CC
C 0.996686 -1.548615 -0.699522 -2.19 0.60 -0.34 -0.23
C 1.271107 1.356667 0.807707 0.10 -1.39 -0.27 -0.63
C 1.323083 -2.387323 0.516638 -0.09 -0.06 0.19 -0.95
N -0.023430 1.684289 0.223719 -3.02 0.70 -1.35 0.13
N 0.132125 2.299231 -0.999837 -0.56 0.91 -0.55 -0.73
H 0.647956 1.733531 -1.675000 0.05 -0.26 0.10 0.26
H -0.834105 2.370752 -1.371423 1.14 0.43 0.08 0.34
H 1.892046 -1.116389 -1.151929 -0.24 0.30 0.08 0.26
H 0.517407 -2.163574 -1.470733 0.37 -0.29 -0.08 0.41
H 1.168812 0.760172 1.718592 -0.23 -0.08 -0.29 0.25
H 1.784024 2.274408 1.119632 -0.64 0.16 -0.31 0.30
H 1.939797 0.848812 0.100106 -0.01 -0.11 0.15 0.24
H 0.407270 -2.782251 0.966387 0.10 0.00 -0.01 0.27
H 1.820570 -1.780161 1.278162 0.07 -0.17 -0.01 0.23
H 1.957368 -3.240482 0.255081 0.02 0.15 0.16 0.34
C -2.338595 0.521531 0.829576 0.18 0.78 -0.13 -0.96
N -1.252297 0.561319 -0.146439 0.72 -2.32 2.22 -0.05
O -1.884193 0.422553 -1.444327 1.25 1.03 0.85 -0.46
H -1.736700 -0.517384 -1.640666 0.27 0.35 -0.06 0.36
H 0.113542 -0.801555 -0.477819 2.32 -1.00 -0.16 -0.22
H -1.961382 0.603414 1.853715 0.19 0.12 -0.30 0.30
H -3.055336 1.330336 0.643030 -0.09 0.02 0.19 0.29
H -2.885755 -0.429280 0.765350 0.28 0.14 -0.17 0.27



4.
23
Properties=species:S:1:pos:R:3:forces:R:3:mulliken_charge:R:1 method="wB97M-V/def2-TZVPD" energy_ha=-400.32429 charge=+2 de_lowest_ev=0.7939 homo_ev=-17.68
C 0.799812 -1.430441 -1.110622 0.71 -0.61 -1.10 -0.56
C 0.693475 -1.825211 0.353242 -0.30 -0.07 0.11 -0.73
C -0.417013 -1.053082 1.065131 0.31 -0.19 1.47 -0.91
N -0.962488 2.524407 1.618990 -1.48 0.35 0.41 -0.24
C -1.176123 1.257350 1.462221 1.83 -0.87 0.50 0.13
N -0.212131 0.403523 1.151628 -0.17 -0.12 -1.11 -0.19
N 0.982996 -2.599345 -2.140805 -1.60 0.33 1.48 -0.26
H 1.702753 -0.881295 -1.356725 0.03 0.45 0.62 0.29
H -0.023114 -0.815182 -1.459284 -0.28 -0.25 -0.06 0.38
H 0.441603 -2.866341 0.578448 -0.15 -0.11 -0.68 0.47
H 1.674121 -1.754788 0.810504 0.10 0.50 0.34 0.45
H -1.392503 -1.326520 0.665252 0.00 0.38 -0.33 0.45
H -0.436876 -1.387997 2.106539 0.04 -0.30 -0.11 0.42
H -1.753738 3.101185 1.876343 0.03 -0.02 0.02 0.27
H -0.202139 3.057581 1.230566 0.35 -0.28 -0.27 0.27
H -2.086765 0.762358 1.743583 -0.71 0.44 -0.02 0.40
H 0.729532 0.728299 0.983478 -0.03 0.26 0.10 0.26
H 1.099052 -3.519729 -1.711942 -0.23 -0.02 0.06 0.37
H 1.811606 -2.407107 -2.635296 1.36 0.12 -1.13 0.36
H 0.201850 -2.610120 -2.797101 0.02 -0.31 -0.07 0.35
H -0.953262 3.944491 -1.400998 0.00 0.22 -0.10 0.30
H -0.083816 4.785945 -0.441371 0.12 0.57 -0.28 0.33
O -0.436834 3.912009 -0.591788 0.07 -0.49 0.16 -0.64



5.
23
Properties=species:S:1:pos:R:3:forces:R:3:mulliken_charge:R:1 method="wB97M-V/def2-TZVPD" energy_ha=-400.35347 charge=+2 de_lowest_ev=0.0000 homo_ev=-17.88
C -0.184785 1.009046 -2.209667 -0.34 -0.22 0.18 -0.82
C -0.284762 0.112354 -0.990027 0.58 -0.22 -0.01 -0.35
C 0.599119 0.661634 0.133470 -1.33 0.26 0.03 -1.03
N 1.812776 -1.541226 2.768073 0.62 -0.15 0.40 -0.28
C 1.735950 -0.794861 1.698579 -0.01 -0.68 0.22 0.25
N 0.625136 -0.279172 1.254475 0.70 0.98 -0.37 0.01
N -0.992876 0.465711 -3.369977 0.53 0.60 -0.07 -0.26
H 0.834495 1.194122 -2.538036 0.06 -0.33 -0.21 0.41
H -0.613631 1.973240 -2.008950 -0.22 0.53 0.16 0.37
H -1.302693 0.079957 -0.602687 -0.13 -0.15 -0.16 0.36
H 0.050693 -0.902720 -1.194788 -0.10 -0.15 -0.30 0.42
H 1.594184 0.942870 -0.203552 0.07 -0.10 0.17 0.56
H 0.036381 1.535900 0.482857 0.73 0.21 0.14 0.30
H 2.727289 -1.815879 3.104504 -0.11 -0.12 -0.13 0.27
H 1.037012 -1.825090 3.346690 -0.25 0.20 -0.05 0.24
H 2.661499 -0.690796 1.140037 -0.12 0.30 -0.05 0.34
H -0.185409 -0.225166 1.862669 -0.44 -0.64 0.07 0.16
H -0.682716 -0.463120 -3.653038 -0.07 -0.16 -0.04 0.35
H -0.852658 1.101298 -4.164638 -0.21 -0.24 -0.07 0.38
H -1.992319 0.446126 -3.154068 0.01 -0.12 -0.03 0.36
H -2.679297 -0.953412 2.784728 0.07 -0.15 -0.15 0.32
H -1.987556 0.369993 3.051655 -0.16 -0.16 -0.14 0.33
O -1.955831 -0.400809 2.461692 0.13 0.53 0.41 -0.68



6.
30
Properties=species:S:1:pos:R:3:forces:R:3:mulliken_charge:R:1 method="wB97M-V/def2-TZVPD" energy_ha=-1459.65212 charge=0 homo_ev="-7.23 / -7.23"
C -3.345898 1.424174 0.747565 1.57 0.05 2.21 -0.72
C 1.618495 1.794558 0.854462 -0.37 2.02 0.17 -0.48
C 1.665811 2.202992 -0.664805 0.38 -2.89 1.48 -0.74
C 1.611749 0.318456 0.942476 -1.37 -1.83 -0.15 0.32
N 2.125899 -2.573824 0.856299 -2.85 0.27 0.79 -0.65
N -2.486921 -2.152370 -1.504372 0.20 -1.30 -2.81 -0.46
N 0.653094 1.291178 -1.255971 -0.98 1.27 3.69 -0.36
O 2.746607 -0.551762 -1.334499 2.36 0.71 -0.69 -0.81
O -2.369980 -1.347382 1.217953 -0.57 -0.54 0.36 -0.75
O 1.753022 -0.349375 2.039263 -0.19 1.66 -0.40 -0.44
O -2.075762 1.063392 0.218926 1.47 -0.98 -0.36 -0.52
O 1.131862 -2.137982 -0.105016 0.35 1.13 -0.21 -0.32
O -1.748084 -1.015170 -1.304296 0.83 2.68 1.71 -0.26
P 1.418242 -0.581564 -0.754301 -4.20 -2.12 -0.49 0.98
P -1.486858 -0.536064 0.356180 1.03 1.46 -1.76 0.62
H -3.077952 2.099032 1.674836 -1.03 -1.41 -1.33 0.21
H -3.779303 0.411254 1.045269 -0.55 1.91 -0.36 0.33
H -3.753475 2.101640 0.009630 -1.04 -0.44 -0.08 0.24
H 2.463087 2.299210 1.337845 0.13 -0.60 0.23 0.40
H 0.739702 2.305172 1.348764 0.49 -1.04 -0.34 0.29
H 2.629237 1.651084 -0.964299 -0.78 2.14 -0.39 0.41
H 1.427603 3.266633 -0.767003 0.74 -0.30 -0.41 0.38
H 1.510879 -3.266231 1.288168 0.79 -0.42 0.23 0.28
H 2.753576 -3.036308 0.273257 1.79 -1.03 -0.75 0.24
H -2.789306 -2.440814 -0.596509 0.12 -1.23 0.53 0.28
H -1.817877 -2.735662 -2.100386 -1.57 0.15 1.92 0.23
H 0.361534 -0.986904 -1.779842 1.40 0.63 1.70 0.08
H 0.696812 1.372895 -2.227116 -0.68 -0.06 -1.93 0.31
H -0.315487 1.465393 -0.745446 1.83 -0.51 -1.93 0.35
H 1.739686 -1.355656 1.892980 0.70 0.61 -0.62 0.56